{"formula": "C2H2O3Tl", "method": "ωB97M-V with the def2-TZVPD basis set", "largest_force_ev_per_a": 10.63, "e_homo_ha": [-0.60366, -0.55409], "charge": 1, "gap_ha": [0.307, 0.237], "de_lowest_kj_mol": 316.1, "elements": ["H", "C", "O", "H", "O", "Tl", "O", "C"], "positions_angstrom": [[-0.392, -1.605, -0.375], [-0.083, -0.711, 0.196], [-1.624, 0.828, -0.217], [-1.254, -0.461, 0.785], [0.492, 1.456, -0.624], [2.110, 0.701, 0.050], [1.177, -0.741, 0.761], [-0.425, 0.533, -0.574]], "forces_ev_per_a": [[0.1, -0.1, 0.5], [-0.9, -1.1, -0.9], [0.6, -0.6, -1.6], [1.8, -0.8, -0.1], [-6.4, 1.1, -3.9], [10.1, 3.4, -0.4], [-5.9, -5.1, 2.2], [0.7, 3.0, 4.1]], "lowdin_charge": [0.1761, -0.1886, 0.2227, 0.2842, -0.1291, 1.3333, -0.2616, -0.4369]}